# 1
A molecular structure, C25H34MnN12P2S, computed with ωB97M-V/def2-TZVPD.

XYZ file:
```
75
Properties=species:S:1:pos:R:3:lowdin_spin:R:1
Mn -0.5886 0.6888 -0.2796 4.657
N -0.1794 -2.6025 -1.4624 0.004
C -1.4700 -2.1032 -1.5076 0.009
N -2.4900 -2.7503 -2.0469 0.002
N -3.5441 -1.9297 -1.8565 0.008
N -3.1757 -0.8531 -1.2567 0.005
N -1.8364 -0.9107 -1.0334 0.045
C 0.7481 -2.1351 -0.5381 0.011
N 1.6495 -2.8970 0.0501 0.003
N 2.3362 -2.0497 0.8409 0.010
N 1.8630 -0.8565 0.7409 0.006
N 0.8418 -0.8646 -0.1502 0.044
H -0.1143 -3.5912 -1.6484 0.000
C 2.9182 2.2297 0.8038 0.007
P 1.1179 2.3052 1.0568 0.035
C 0.9795 1.7510 2.8197 0.002
N 1.9594 2.0993 3.6133 0.001
C 1.9099 1.7064 4.9100 0.000
C 2.9530 2.0744 5.7934 0.000
C 2.8986 1.6848 7.0984 0.000
C 1.8108 0.9131 7.5790 0.000
C 0.7977 0.5438 6.7452 0.000
C 0.8318 0.9391 5.3863 0.000
N -0.1638 0.5546 4.5487 0.001
C -0.1090 0.9405 3.2997 0.003
P -1.4001 0.2656 2.1581 0.036
C -1.1673 -1.5177 2.4439 0.003
C -3.0611 0.6645 2.9033 0.008
C -3.3148 -0.0253 4.2446 0.002
C -3.1749 2.1801 3.0630 0.001
C -4.0975 0.1839 1.8833 0.002
C 0.7507 4.1397 1.1528 0.005
C 1.1563 4.7443 -0.1959 0.000
C 1.4907 4.8715 2.2717 0.002
C -0.7541 4.2996 1.3625 0.002
H 3.4510 2.8296 1.5397 0.001
H 3.1444 2.5771 -0.2044 0.000
H 3.2155 1.1867 0.8906 0.000
H 3.7727 2.6596 5.3988 0.000
H 3.6930 1.9610 7.7792 0.000
H 1.7931 0.6130 8.6182 0.000
H -0.0392 -0.0523 7.0838 0.000
H -1.2652 -1.7631 3.5000 0.001
H -0.1687 -1.7922 2.1037 0.000
H -1.8995 -2.0711 1.8538 0.000
H -2.5741 0.2516 4.9905 0.000
H -3.3181 -1.1109 4.1447 0.000
H -4.3034 0.2717 4.6065 0.001
H -2.4480 2.5726 3.7766 0.000
H -4.1736 2.4231 3.4347 0.000
H -3.0443 2.6861 2.1065 0.001
H -4.0407 -0.8922 1.7097 0.000
H -3.9746 0.6712 0.9148 0.001
H -5.0978 0.4116 2.2614 0.000
H 2.2374 4.7212 -0.3384 0.000
H 0.8403 5.7902 -0.2249 0.000
H 0.6806 4.2357 -1.0345 0.000
H 2.5717 4.7459 2.2072 0.000
H 1.1730 4.5347 3.2577 0.000
H 1.2723 5.9406 2.1948 0.000
H -1.3254 3.8006 0.5796 0.002
H -1.0166 5.3610 1.3516 0.000
H -1.0543 3.8976 2.3320 0.000
S -0.9424 2.3276 -2.1481 0.048
C -2.3333 1.6689 -2.9284 0.013
N -2.1888 0.5368 -3.6549 0.005
C -3.1921 -0.1098 -4.2743 0.002
C -4.4506 0.4189 -4.2527 0.003
C -4.6512 1.6108 -3.5544 0.002
C -3.6140 2.2286 -2.8957 0.003
H -1.2650 0.1211 -3.6389 0.000
H -2.9393 -1.0454 -4.7488 0.000
H -5.2598 -0.0993 -4.7422 0.000
H -5.6421 2.0448 -3.5141 0.000
H -3.7512 3.1357 -2.3300 0.000
```

Properties
HOMO level (spin up / spin down) in eV: -7.80 / -8.07
Kohn-Sham gap (spin up / spin down) in eV: 7.088 / 7.330
⟨S²⟩: 8.76
2S+1: 6
Charge: 0


# 2
A single C3H5N3O molecule, computed with ωB97M-V/def2-TZVPD.

XYZ file:
```
12
Properties=species:S:1:pos:R:3:nbo_charge:R:1
N 1.5566 1.2863 0.8664 -0.810
C 0.5633 0.4847 0.3396 0.532
N -0.2120 0.7158 -0.6757 -0.557
C -0.9271 -0.4682 -0.8039 0.422
O -1.8140 -0.6090 -1.8025 -0.657
C -0.6062 -1.3728 0.1495 -0.234
N 0.3368 -0.7281 1.0031 -0.591
H 1.5932 2.1692 0.3798 0.388
H 2.4499 0.8050 0.8128 0.392
H -1.8337 0.2306 -2.2809 0.492
H -0.9426 -2.3861 0.3095 0.221
H -0.1641 -0.1274 1.7023 0.401
```

Properties
HOMO level in eV: -8.26
Kohn-Sham gap in eV: 9.133
SMILES: Nc1nc(O)c[nH]1
Charge: 0


Q: Which maximum force values were calculated for the entries above? A: 0.19 1.82, in eV/Å.
Q: Which energy relative to the best compared isomer or geometry (same formula, charge and spin) values were calculated for the entries above? A: 3.9 147.3, in kJ/mol.